Entry 1:
{
  "formula": "C5H12NO",
  "method": "wB97M-V/def2-TZVPD",
  "symbols": ["O", "N", "C", "C", "C", "C", "C", "H", "H", "H", "H", "H", "H", "H", "H", "H", "H", "H", "H"],
  "xyz": [[1.7002, 0.0006, -1.4921], [0.6331, -1.1548, 0.1452], [-0.3690, -1.0502, -2.3145], [-0.2473, 0.1128, 0.1216], [-0.7925, 1.0572, 2.2978], [0.4969, -0.4415, -1.1887], [0.1227, 1.1050, 1.0942], [1.6948, 0.9016, -1.9249], [-0.3278, 1.7526, 2.9672], [-1.8778, 1.2364, 2.0251], [0.0162, 2.1999, 0.7941], [1.2373, 0.9931, 1.2603], [0.0722, -0.8898, -3.2255], [-1.3116, -0.0727, 0.2559], [0.1764, -2.0402, 0.5270], [-1.3567, -0.5952, -2.2926], [-0.9308, 0.0561, 2.6868], [-0.4742, -2.2443, -2.3069], [1.5379, -0.9266, 0.5700]],
  "forces_ev_per_a": [[1.86, 2.16, -1.03], [-1.51, -0.81, 1.26], [-0.95, -2.80, 2.65], [0.49, -1.91, -2.68], [-0.97, -0.89, -0.46], [-3.44, -0.30, 1.67], [1.89, 3.03, 0.16], [-0.09, -1.38, 0.61], [-0.65, 0.21, 1.01], [1.36, 0.80, 0.13], [0.23, -1.46, -0.55], [-1.15, 0.31, 0.57], [1.23, 0.78, -2.17], [0.09, -0.77, -0.90], [0.92, 1.28, -1.29], [-0.03, -0.20, -0.05], [0.75, -0.31, 0.66], [0.20, 2.64, 0.49], [-0.23, -0.39, -0.10]],
  "nbo_charge": [-0.683, -0.577, -0.665, -0.047, -0.606, 0.464, -0.460, 0.525, 0.245, 0.227, 0.259, 0.215, 0.252, 0.241, 0.461, 0.245, 0.206, 0.254, 0.445],
  "e_above_lowest_kcal_mol": 49.0,
  "lumo_energy_ev": -3.1,
  "e_homo_ev": -14.9,
  "smiles": "CC[C@@H]1[NH2+][C@]1(C)O",
  "gap_ev": 11.8,
  "max_force_ev_per_a": 3.973,
  "charge": 1
}

Entry 2:
{
  "formula": "C5H12NO",
  "method": "wB97M-V/def2-TZVPD",
  "symbols": ["O", "N", "C", "C", "C", "C", "C", "H", "H", "H", "H", "H", "H", "H", "H", "H", "H", "H", "H"],
  "xyz": [[2.3298, 1.2352, 1.8329], [-1.4102, -1.1356, -1.2867], [1.9860, 0.7661, 0.4641], [0.5914, 1.0563, 0.2034], [-2.5036, -0.4274, -1.4645], [-0.5261, -1.1518, -0.1410], [-0.3836, 0.0411, 0.8245], [0.2623, -0.2746, 1.6300], [3.2612, 1.0037, 2.0250], [0.4351, -1.3920, -0.6160], [-1.1343, -1.9151, -2.0699], [-0.7536, -2.0436, 0.4868], [2.6709, 1.3718, -0.0215], [-3.1079, -0.4510, -2.3357], [2.0625, -0.3617, 0.2309], [-3.0417, 0.0413, -0.6416], [0.3163, 1.1679, -0.8472], [-1.4119, 0.3828, 1.0375], [0.3577, 2.0866, 0.6891]],
  "forces_ev_per_a": [[-0.44, -1.57, -0.43], [-2.34, -0.42, -2.90], [1.10, -1.67, 2.03], [-3.45, 3.66, 0.56], [1.39, -1.95, 1.51], [1.41, -1.56, 1.54], [0.30, -0.10, -1.93], [-1.03, -0.68, 1.06], [-0.75, 0.10, -0.25], [-0.02, 0.13, 0.36], [-0.84, 2.86, 2.11], [-0.21, 0.28, -0.69], [0.98, 0.52, -2.35], [0.12, -0.45, -1.16], [0.97, 1.40, 0.81], [1.01, 0.55, 0.21], [0.57, 0.17, -0.21], [0.86, 0.23, 0.64], [0.38, -1.52, -0.89]],
  "nbo_charge": [-0.733, -0.394, -0.083, -0.435, 0.120, -0.259, -0.419, 0.266, 0.484, 0.226, 0.473, 0.255, 0.212, 0.233, 0.145, 0.233, 0.205, 0.222, 0.249],
  "e_above_lowest_kcal_mol": 61.1,
  "lumo_energy_ev": -5.6,
  "e_homo_ev": -13.5,
  "smiles": "C=[NH+]CCCCO",
  "gap_ev": 7.9,
  "max_force_ev_per_a": 5.064,
  "charge": 1
}

Entry 3:
{
  "formula": "C5H12NO",
  "method": "wB97M-V/def2-TZVPD",
  "symbols": ["O", "N", "C", "C", "C", "C", "C", "H", "H", "H", "H", "H", "H", "H", "H", "H", "H", "H", "H"],
  "xyz": [[1.4920, 2.4493, -0.7366], [0.7609, 0.0645, 1.2330], [1.7889, 0.2066, 1.9797], [-1.7200, -0.6664, -0.2573], [-0.2988, -0.8445, -0.7242], [-2.7309, -1.5534, -1.0339], [0.7544, -0.2552, -0.1482], [1.6891, -0.0314, -0.6295], [2.6891, 0.5769, 1.5123], [1.6725, 0.1038, 3.0468], [-3.7297, -1.2939, -0.6983], [-2.5512, -1.2621, -2.0736], [0.9575, 2.8112, -1.4517], [-1.7975, -0.9624, 0.7982], [2.2609, 3.0213, -0.6110], [-1.9411, 0.3778, -0.4251], [-0.1292, -0.0412, 1.7099], [-0.0386, -1.4697, -1.5708], [-2.5269, -2.6168, -0.9228]],
  "forces_ev_per_a": [[0.17, -0.20, 0.31], [-0.51, -0.23, 0.34], [-0.36, 1.05, -0.40], [0.10, -1.91, 0.06], [0.33, 0.39, 0.58], [1.11, 1.05, -0.10], [0.21, 0.02, -0.24], [0.30, -0.57, -0.04], [0.44, -0.65, 0.03], [0.04, 0.27, 0.12], [-0.14, -0.20, -0.25], [-0.65, -0.35, -0.08], [0.25, 0.18, 0.05], [-0.06, 0.53, 0.08], [-0.34, 0.09, -0.30], [-0.30, 0.31, 0.31], [-0.12, -0.37, -0.02], [-0.38, 0.51, -0.55], [-0.07, 0.06, 0.12]],
  "nbo_charge": [-0.976, -0.384, 0.092, -0.467, -0.082, -0.590, -0.071, 0.245, 0.227, 0.231, 0.232, 0.213, 0.493, 0.208, 0.489, 0.239, 0.436, 0.244, 0.221],
  "e_above_lowest_kcal_mol": 39.5,
  "lumo_energy_ev": -5.1,
  "e_homo_ev": -13.9,
  "gap_ev": 8.8,
  "max_force_ev_per_a": 1.916,
  "charge": 1
}

Entry 4:
{
  "formula": "C5H12NO",
  "method": "wB97M-V/def2-TZVPD",
  "symbols": ["O", "N", "C", "C", "C", "C", "C", "H", "H", "H", "H", "H", "H", "H", "H", "H", "H", "H", "H"],
  "xyz": [[0.5948, 2.4196, -0.0128], [-1.3170, 0.5212, -0.5838], [1.3391, 1.5512, 0.2646], [1.0161, 0.0552, 0.2143], [-0.2032, -0.4553, -0.5710], [2.2408, -0.8299, -0.0313], [-2.2869, 0.4097, 0.4968], [-2.1787, -0.5570, 0.8553], [-1.7479, 0.6692, -1.4922], [2.3133, 1.8488, 0.7287], [2.8822, -0.8453, 0.8020], [-0.7436, 1.3836, -0.4498], [-0.5886, -1.3447, -0.0774], [2.6854, -0.3466, -0.9249], [0.5286, -0.1831, 1.2651], [-1.9667, 1.2299, 1.2425], [1.8140, -1.8103, -0.2152], [-3.3068, 0.6483, 0.2431], [-0.0136, -0.6578, -1.6660]],
  "forces_ev_per_a": [[-2.43, 1.78, -1.16], [0.72, 1.83, -0.83], [2.04, -2.07, 1.40], [-1.63, -0.63, 2.69], [0.38, -0.47, -2.35], [-1.76, 1.15, -1.43], [0.48, 3.21, 1.62], [-0.27, -1.63, 1.18], [-0.05, -0.56, -0.17], [-0.13, -0.60, -0.35], [0.95, 0.00, 0.84], [-0.64, 0.62, -0.09], [0.27, -0.27, -0.36], [0.33, -1.01, 0.38], [1.69, 0.87, -1.11], [-0.65, -1.69, -0.64], [0.66, -0.34, -0.29], [-0.15, -0.11, -0.56], [0.19, -0.06, 1.22]],
  "nbo_charge": [-0.519, -0.538, 0.463, -0.351, -0.211, -0.591, -0.424, 0.217, 0.441, 0.159, 0.242, 0.466, 0.228, 0.225, 0.240, 0.236, 0.227, 0.254, 0.235],
  "e_above_lowest_kcal_mol": 28.2,
  "lumo_energy_ev": -3.3,
  "e_homo_ev": -14.6,
  "smiles": "C[NH2+]C[C@@H](C)C=O",
  "gap_ev": 11.2,
  "max_force_ev_per_a": 3.624,
  "charge": 1
}

Entry 5:
{
  "formula": "C5H12NO",
  "method": "wB97M-V/def2-TZVPD",
  "symbols": ["O", "N", "C", "C", "C", "C", "C", "H", "H", "H", "H", "H", "H", "H", "H", "H", "H", "H", "H"],
  "xyz": [[-1.6686, 0.5384, -0.2519], [-0.4875, -1.6441, 0.7781], [-0.0061, 1.7720, -1.5876], [-0.2474, 2.0345, 0.9071], [-0.5793, 1.4567, -0.2375], [0.5832, -2.1205, -0.0802], [1.8483, -2.1095, 0.3061], [-1.1950, -2.3437, 1.0003], [2.1502, -2.0106, 1.3423], [0.6314, 2.6643, 0.9438], [-0.9827, -0.8063, 0.3268], [2.6221, -2.2201, -0.4401], [-2.3946, 0.9481, 0.2565], [0.7684, 2.5149, -1.4291], [-0.8197, 1.9844, 1.8258], [-0.8196, 2.1391, -2.2100], [0.2857, -2.4069, -1.0792], [0.4289, 0.8685, -2.0204], [-0.1178, -1.2592, 1.6492]],
  "forces_ev_per_a": [[-0.15, 0.59, -0.04], [-0.38, 0.38, 0.30], [-0.03, -0.80, 0.89], [0.40, 0.20, 0.01], [-0.39, 0.37, 0.28], [0.94, 0.05, -0.36], [-0.40, -0.08, -0.04], [-0.03, -0.13, -0.01], [0.01, 0.45, -0.05], [-0.16, 0.19, -0.10], [-0.11, -0.33, 0.03], [0.02, -0.47, 0.10], [0.26, -0.37, -0.27], [0.02, 0.10, -0.33], [0.00, -0.42, -0.03], [0.16, 0.07, -0.19], [-0.22, 0.30, 0.00], [-0.05, 0.14, -0.26], [0.10, -0.25, 0.07]],
  "nbo_charge": [-0.750, -0.720, -0.662, -0.478, 0.293, -0.079, -0.328, 0.437, 0.219, 0.231, 0.478, 0.246, 0.514, 0.242, 0.213, 0.247, 0.236, 0.223, 0.437],
  "e_above_lowest_kcal_mol": 31.8,
  "lumo_energy_ev": -3.2,
  "e_homo_ev": -13.4,
  "gap_ev": 10.2,
  "max_force_ev_per_a": 1.196,
  "charge": 1
}

Entry 6:
{
  "formula": "C5H12NO",
  "method": "wB97M-V/def2-TZVPD",
  "symbols": ["O", "N", "C", "C", "C", "C", "C", "H", "H", "H", "H", "H", "H", "H", "H", "H", "H", "H", "H"],
  "xyz": [[1.3200, -2.0782, 0.0944], [0.9549, 0.3980, -1.1993], [-0.6335, -0.9133, 1.0637], [-0.0044, -1.9802, 0.4570], [0.5982, 2.7743, -0.8032], [1.1442, 1.6246, -0.4091], [-2.1189, -0.7795, 0.9092], [1.8318, -1.9830, 0.9248], [-0.0479, 0.1334, -1.3001], [-2.5784, -1.5372, 0.2728], [1.3567, -0.4641, -0.7478], [-2.5200, -0.8858, 1.9312], [-0.0805, -0.2104, 1.6892], [1.2240, 0.5266, -2.1843], [0.8886, 3.6971, -0.3147], [-2.3763, 0.2410, 0.6038], [1.7237, 1.5122, 0.4925], [-0.5779, -2.8637, 0.1645], [-0.1043, 2.7882, -1.6444]],
  "forces_ev_per_a": [[-2.15, 0.07, 1.82], [-1.35, -1.12, -0.29], [-1.51, 0.53, 0.71], [1.56, -2.09, -1.27], [0.23, -1.03, -0.17], [-0.45, 1.36, 0.11], [1.22, -0.28, 0.21], [0.68, 0.26, -0.26], [0.42, 0.53, 0.09], [0.14, 0.14, -0.01], [0.39, 1.06, -0.99], [-0.15, 0.15, 0.16], [-0.05, 0.13, -0.22], [0.67, -0.21, 0.28], [-0.38, -0.06, 0.12], [-0.09, 0.02, 0.12], [0.43, -0.11, -0.17], [-0.06, 0.31, -0.38], [0.44, 0.32, 0.13]],
  "mulliken_spin": [0.088, 0.015, 0.331, 0.390, -0.001, 0.001, 0.051, 0.009, -0.004, -0.006, -0.006, 0.072, 0.020, 0.001, 0.000, 0.023, 0.000, 0.016, 0.000],
  "e_above_lowest_kcal_mol": 47.8,
  "lumo_energy_ev": [-9.3, -12.9],
  "e_homo_ev": [-18.9, -18.9],
  "gap_ev": [9.6, 6.0],
  "spin_multiplicity": 2,
  "max_force_ev_per_a": 2.902,
  "charge": 2
}

Entry 7:
{
  "formula": "C5H12NO2",
  "method": "wB97M-V/def2-TZVPD",
  "symbols": ["O", "O", "N", "C", "C", "C", "C", "C", "H", "H", "H", "H", "H", "H", "H", "H", "H", "H", "H", "H"],
  "xyz": [[1.0874, -0.1937, -1.8138], [1.2445, 2.5377, -0.7060], [-2.1952, -0.4629, 0.2666], [0.0211, 0.3375, 1.1672], [-0.8813, 0.0963, -0.2361], [-0.0460, -0.7974, 2.1283], [-0.2894, -0.5201, -1.4485], [0.7114, -1.3988, 1.0375], [0.2314, -0.6289, 3.1980], [1.7572, -1.2399, 0.8458], [-0.3042, -1.6061, -1.3077], [0.3433, -2.4200, 0.8348], [-2.1365, -1.4626, -0.0213], [-1.0427, -1.2210, 2.2885], [-0.6368, 1.1999, 1.5625], [1.2046, 3.0527, -1.5357], [-0.9755, 1.1513, -0.5662], [1.2425, 0.7895, -1.6203], [-1.0334, -0.2891, -2.2689], [0.9671, 0.8574, 0.9921]],
  "forces_ev_per_a": [[-1.38, 0.67, 0.61], [-0.11, -0.37, -0.88], [3.42, 0.62, -1.44], [-1.06, 2.29, -0.34], [-3.77, 0.83, 0.80], [0.87, -0.53, 2.27], [0.97, -1.10, -1.33], [-0.47, -1.36, 2.27], [0.83, 0.12, -1.01], [0.01, 0.55, -0.04], [0.09, -0.17, -0.34], [-0.28, 0.76, -1.33], [-0.26, 0.47, 0.14], [-0.05, 0.05, -0.99], [0.42, -1.32, -0.88], [0.05, -0.24, 0.65], [-0.01, -0.27, 0.84], [-0.30, -0.40, 0.35], [0.88, -0.14, 0.53], [0.14, -0.46, 0.13]],
  "nbo_charge": [-0.797, -1.339, -0.830, -0.445, -0.089, -0.488, -0.081, -0.139, 0.212, 0.222, 0.136, 0.194, 0.272, 0.242, 0.294, 0.405, 0.254, 0.529, 0.164, 0.287],
  "e_above_lowest_kcal_mol": 210.0,
  "lumo_energy_ev": 2.2,
  "e_homo_ev": -3.4,
  "gap_ev": 5.6,
  "max_force_ev_per_a": 3.941,
  "charge": -1
}

Entry 8:
{
  "formula": "C5H12NO2",
  "method": "wB97M-V/def2-TZVPD",
  "symbols": ["O", "O", "N", "C", "C", "C", "C", "C", "H", "H", "H", "H", "H", "H", "H", "H", "H", "H", "H", "H"],
  "xyz": [[-2.7543, -1.1531, -0.3290], [2.5916, 1.2499, -0.8532], [-1.1496, 0.0923, 1.3671], [0.1974, -0.9724, -1.3011], [0.0787, 0.3589, -0.6541], [0.5211, 1.9251, 1.2290], [0.1131, 0.4495, 0.8645], [0.7215, -2.0604, -0.7164], [1.0785, -2.7720, -1.4476], [0.2651, -0.9726, -2.3870], [-0.1178, 2.6873, 0.7744], [-1.8288, -0.3978, 0.7068], [0.7287, -2.1343, 0.3601], [-0.7589, 0.8757, -1.1231], [0.5221, 2.1302, 2.3003], [-3.1222, -2.0349, -0.2244], [-1.3849, 0.1670, 2.3400], [1.5028, 1.9332, 0.7405], [1.0366, -0.0933, 1.1584], [1.1015, 0.8433, -0.9155]],
  "forces_ev_per_a": [[-0.05, 0.34, -0.17], [-2.01, -0.67, -0.27], [-0.33, -0.52, -0.47], [1.91, 0.11, 0.32], [-1.27, -1.40, 0.41], [0.10, -0.66, -0.70], [0.17, 1.52, 0.26], [-0.72, 1.04, -0.78], [-0.07, -0.78, 0.69], [-0.52, 0.22, 0.03], [-0.18, -0.26, -0.16], [-0.21, -0.57, 0.30], [0.33, -0.42, -0.01], [0.29, 0.69, 0.13], [0.27, -0.31, 0.04], [0.12, -0.01, 0.07], [0.27, 0.27, -0.03], [0.14, 0.87, 0.67], [-0.43, -0.50, 0.25], [2.19, 1.04, -0.59]],
  "nbo_charge": [-1.298, -0.498, -0.890, -0.118, -0.265, -0.619, -0.046, -0.358, 0.189, 0.188, 0.190, 0.467, 0.205, 0.246, 0.188, 0.412, 0.358, 0.246, 0.153, 0.249],
  "e_above_lowest_kcal_mol": 219.4,
  "lumo_energy_ev": 0.7,
  "e_homo_ev": -3.4,
  "gap_ev": 4.1,
  "max_force_ev_per_a": 2.497,
  "charge": -1
}